# 1
Computed, not measured: C10H10CoF6N5O5S2Se as an isolated structure, with ωB97M-V/def2-TZVPD.

CARTESIAN COORDINATES (ANGSTROEM)
1 Co 8.5685 10.4406 5.4282
2 F 12.1680 8.2334 3.3268
3 C 11.8241 8.1160 4.5899
4 F 10.6442 7.5340 4.6677
5 F 12.7448 7.4307 5.2398
6 S 11.6565 9.7510 5.3629
7 O 10.3962 10.3406 4.7268
8 O 12.8052 10.5680 5.1803
9 N 11.3190 9.2662 6.7540
10 S 10.6169 10.1689 7.8224
11 O 9.3493 10.7349 7.3391
12 O 11.4723 11.1481 8.4659
13 C 10.0813 8.7906 8.9425
14 F 11.1238 8.0131 9.2516
15 F 9.1983 8.0787 8.3051
16 F 9.5822 9.4463 10.0094
17 C 4.5912 6.9626 5.3886
18 N 5.9811 7.4014 5.2308
19 C 6.9975 6.4472 4.8450
20 C 6.1933 8.7282 5.1629
21 O 7.3193 9.1574 4.7430
22 H 4.5615 6.0326 5.9484
23 H 4.1476 6.6530 4.4164
24 H 3.9707 7.7483 5.7885
25 H 7.8379 6.4061 5.5861
26 H 7.3562 6.5358 3.7760
27 H 6.5667 5.4707 4.7901
28 H 5.4343 9.4148 5.4844
29 Se 4.6955 13.6844 5.6743
30 N 5.7680 15.0132 5.9724
31 C 7.0632 14.5550 5.8359
32 C 8.2012 15.3210 5.9592
33 C 9.3828 14.6329 5.6419
34 C 9.4540 13.2396 5.3751
35 N 8.3615 12.4685 5.3111
36 C 7.1218 13.1387 5.4978
37 N 6.0136 12.4690 5.4072
38 H 8.0224 16.3141 6.3364
39 H 10.2769 15.2007 5.5209
40 H 10.3436 12.6932 5.2544

Output
LUMO level (alpha / beta) ... -9.663 / -12.056 eV
Frontier orbital gap (alpha / beta) ... 6.5 / 4.1 eV
Spin multiplicity ... 5
Charge ... +2

=====

# 2
Computed, not measured: C10H10CoF6N8O5S3 as an isolated structure, with ωB97M-V/def2-TZVPD.

CARTESIAN COORDINATES (ANGSTROEM)
1 Co 0.8625 -1.1313 -0.3639
2 N 0.0849 -1.1224 1.6107
3 N -0.7941 -2.1800 1.9176
4 C -0.8270 -3.2274 1.0786
5 N -1.8523 -4.0870 1.2841
6 S 0.3515 -3.4839 -0.0969
7 H 0.8916 -1.1498 2.2268
8 H -0.4145 -0.2516 1.7538
9 H -1.6652 -1.9100 2.3622
10 H -2.6843 -3.7260 1.7341
11 H -1.9865 -4.7668 0.5558
12 F -1.0901 1.9183 3.0779
13 C -2.0829 2.4544 2.3521
14 F -1.7564 3.7166 2.0718
15 F -3.1859 2.4544 3.0920
16 S -2.3059 1.4920 0.7928
17 O -0.9935 1.4530 0.2331
18 O -3.3664 2.1386 0.0898
19 N -2.6126 0.0563 1.3676
20 S -4.0295 -0.6118 1.5634
21 O -5.1154 0.2530 1.8938
22 O -3.8012 -1.8017 2.3543
23 C -4.4404 -1.3061 -0.0996
24 F -4.5807 -0.3601 -1.0167
25 F -3.4837 -2.1494 -0.4982
26 F -5.5855 -1.9902 -0.0078
27 O 2.4940 -0.0303 0.7621
28 N 3.0062 0.8099 -0.0982
29 C 2.3020 1.8924 -0.4833
30 C 2.7997 2.7395 -1.4500
31 C 4.0250 2.4747 -2.0383
32 C 4.7328 1.3575 -1.6220
33 C 4.2049 0.5403 -0.6495
34 H 1.3346 1.9849 -0.0116
35 H 2.1987 3.5833 -1.7571
36 H 4.4153 3.0927 -2.8339
37 H 5.6680 1.0970 -2.0940
38 H 4.6558 -0.3724 -0.2932
39 N 4.8754 0.4888 -4.7074
40 C 3.7506 0.3209 -4.4697
41 N 2.4535 0.1871 -4.2871
42 C 2.0131 -0.2499 -3.1488
43 N 1.5338 -0.5976 -2.1472

Output
LUMO level (alpha / beta) ... 2.587 / 2.587 eV
Frontier orbital gap (alpha / beta) ... 7.3 / 6.7 eV
Spin multiplicity ... 3
Charge ... -1

=====

# 3
Computed, not measured: a 2-piece molecular cluster, C10H10N2 overall, with ωB97M-V/def2-TZVPD.

CARTESIAN COORDINATES (ANGSTROEM)
1 C 3.6860 -0.4486 2.5949
2 C 2.9517 0.6760 2.4033
3 C 2.4651 0.8809 1.0887
4 N 2.7923 0.1477 0.0505
5 C 3.6557 -0.8245 0.2997
6 C 4.1533 -1.2693 1.5620
7 H 4.2225 -0.6090 3.5446
8 H 2.7065 1.3809 3.2635
9 H 1.8711 1.7544 0.9530
10 H 3.9590 -1.4361 -0.6788
11 H 4.7800 -2.1034 1.9817
12 C -3.9999 -0.3216 -2.3911
13 C -2.6598 -0.0526 -2.6317
14 C -1.9445 0.5702 -1.5354
15 N -2.5792 0.8306 -0.3855
16 C -3.8289 0.8190 -0.2725
17 C -4.5896 0.1717 -1.2531
18 H -4.4707 -0.9445 -3.0592
19 H -2.3065 -0.5108 -3.4643
20 H -0.8473 0.2643 -1.3483
21 H -4.3551 1.1275 0.5978
22 H -5.6618 -0.1027 -1.3198

Output
LUMO level ... 0.984 eV
Frontier orbital gap ... 10.1 eV
SMILES ... c1ccncc1.c1ccncc1
Charge ... 0

=====

# 4
Computed, not measured: C10H10N2O4Sn as an isolated structure, with ωB97M-V/def2-TZVPD.

CARTESIAN COORDINATES (ANGSTROEM)
1 Sn -0.2077 0.0998 -1.5651
2 O -2.9258 -1.5637 0.3211
3 C -2.0350 -1.0752 -0.2200
4 C 2.0055 1.2772 -1.2500
5 O 3.0179 1.8033 -1.1290
6 C -1.2569 2.2618 -0.4707
7 O -1.7278 3.2048 -0.0153
8 C 1.2194 -2.0572 -1.0187
9 O 1.8351 -2.9913 -0.8203
10 C -1.2816 -0.1235 -4.8455
11 H -1.3224 -1.2212 -4.8561
12 H -2.2353 0.3868 -4.6536
13 C -0.1548 0.5444 -5.0886
14 H -0.1058 1.6416 -5.0914
15 H 0.7982 0.0378 -5.2919
16 C -0.1573 -0.9423 4.3759
17 N 0.2147 -0.3504 3.1195
18 C 1.2002 0.6236 3.0072
19 C 1.2323 0.9253 1.6624
20 N 0.2927 0.1256 0.9936
21 C -0.2997 -0.6152 1.9061
22 H 0.7054 -1.4192 4.8402
23 H -0.4671 -0.1803 5.0917
24 H -0.9510 -1.6781 4.2835
25 H 1.7817 1.0138 3.8360
26 H 1.8674 1.6284 1.1550
27 H -1.0423 -1.3568 1.7239

Output
LUMO level ... -7.922 eV
Frontier orbital gap ... 8.3 eV
Charge ... +2

=====

# 5
Computed, not measured: one molecule with the formula C10H10N2OS, with ωB97M-V/def2-TZVPD.

CARTESIAN COORDINATES (ANGSTROEM)
1 C -2.9972 -1.8598 -0.2294
2 C -1.6857 -2.2434 -0.5301
3 C -3.4296 -0.5660 0.2058
4 C -0.7392 -1.1594 -0.5897
5 C -2.4787 0.4034 0.1661
6 C -1.1162 0.0524 -0.1625
7 C -1.8883 2.5653 0.7199
8 C 3.4409 -1.1833 0.0226
9 C 3.5432 0.1324 0.1480
10 C 2.6952 1.2711 0.4108
11 N -2.7243 1.7106 0.5291
12 N 1.3478 0.8300 0.6941
13 O 0.3810 1.9973 -1.4973
14 S 0.1407 1.4038 -0.1548
15 H -3.6874 -2.6477 0.0296
16 H -1.5835 -3.2538 -1.0159
17 H -4.5409 -0.3775 0.2090
18 H 0.2335 -1.3787 -1.0040
19 H -1.8874 3.6052 1.0100
20 H 4.3686 -1.8219 -0.1639
21 H 2.4533 -1.7389 0.0516
22 H 4.5896 0.3803 0.2651
23 H 2.9933 1.7865 1.3381
24 H 2.5713 2.0921 -0.4523

Output
LUMO level (alpha / beta) ... -0.378 / -0.377 eV
Frontier orbital gap (alpha / beta) ... 7.5 / 7.5 eV
Charge ... 0

=====

# 6
Computed, not measured: one molecule with the formula C10H10N2OS, with ωB97M-V/def2-TZVPD.

CARTESIAN COORDINATES (ANGSTROEM)
1 C 1.5961 -2.3971 -0.7698
2 C 1.3619 -0.8814 -0.8280
3 N 2.5550 -0.0807 -0.5833
4 C 3.6283 0.1518 -1.1162
5 S 5.0758 0.6658 -1.6076
6 C 0.3454 -0.6180 0.3256
7 N 0.7671 -0.9909 1.4968
8 O 0.3232 -0.9036 2.6890
9 C -0.8638 0.3649 0.3364
10 C -0.9717 1.2246 -0.7915
11 C -2.1068 2.0800 -0.8342
12 C -2.9712 2.1816 0.3087
13 C -2.7830 1.2977 1.3934
14 C -1.7448 0.3940 1.4456
15 H 0.5011 -2.8538 -0.6981
16 H 2.2287 -2.5569 0.1160
17 H 1.9961 -2.6910 -1.7414
18 H 0.9027 -0.6382 -1.7996
19 H 1.6912 -1.5633 1.4439
20 H -0.3948 1.1338 -1.7325
21 H -2.1619 2.7588 -1.6569
22 H -3.7893 2.8688 0.3425
23 H -3.4154 1.4861 2.1787
24 H -1.7699 -0.4332 2.0826

Output
LUMO level ... 0.109 eV
Frontier orbital gap ... 8.6 eV
SMILES ... C[C@H](N=C=S)/C(=[NH+]/[O-])c1ccccc1
Charge ... 0

=====

Relative energy (zero: lowest compared OMol25 entry of this formula, charge and spin) readings, ordered: 1.0 0.0 79.4 0.0 170.7 108.4 kcal/mol
Molar mass readings, ordered: 596.235 591.363 158.204 340.911 206.270 206.270 g mol⁻¹